(1)
13
Properties=species:S:1:pos:R:3:forces:R:3:lowdin_charge:R:1 method="wB97M-V/def2-TZVPD" largest_force_ev_per_a=5.58 total_charge=-1 de_lowest_ev=0.729 homo_energy_ev=-3.50
C 0.8660 0.1927 0.0955 2.9 2.1 0.1 -0.428
C 4.0430 -0.4058 -0.1224 0.1 -2.1 -0.3 -0.542
C -1.0551 -1.2099 -0.0322 0.0 3.1 0.9 -0.072
N -0.3627 0.0099 0.3448 -2.9 -1.8 -0.1 0.061
N -2.3693 -0.9801 -0.0420 0.1 -2.0 2.4 -0.464
O 4.0208 0.7007 0.0403 -0.4 5.5 0.8 0.209
O 1.6706 -0.6299 -0.3135 0.6 -1.3 -0.6 -0.029
O 4.2962 -1.5040 -0.2576 0.4 -3.3 -0.5 0.203
O -3.1567 -1.9270 -0.3587 -0.2 0.9 -0.7 -0.121
O -2.7574 0.0306 0.6488 -1.1 0.3 -0.9 -0.139
H 1.2271 1.2293 0.2891 -0.2 -0.1 0.1 0.133
H -0.5525 -1.7301 -0.7559 0.7 -1.7 -1.5 0.077
H -1.0182 0.7245 0.6120 -0.1 0.3 0.2 0.112

=====

(2)
13
Properties=species:S:1:pos:R:3:forces:R:3:lowdin_charge:R:1 method="wB97M-V/def2-TZVPD" largest_force_ev_per_a=9.00 smiles="CN(C)[P@@](=O)([O-])Cl" total_charge=-1 de_lowest_ev=0.991 homo_energy_ev=-4.32
C 1.5030 -0.0996 0.3578 -4.1 0.0 -0.3 -0.079
N 0.0353 0.1173 -0.0129 1.1 -1.0 -2.5 -0.392
C -0.1957 -0.5614 -1.3380 -0.8 4.0 -0.2 -0.144
P -1.2363 0.7637 0.8538 4.9 4.7 5.9 0.063
O -0.5047 1.7627 2.0745 -2.5 -4.2 -4.6 -0.592
O -2.3340 1.3392 0.0895 -0.9 -0.3 -1.2 -0.404
Cl -1.8815 -0.9352 1.8464 -0.5 -0.6 0.3 0.181
H 1.6076 -1.1736 0.2658 0.6 -0.3 0.9 0.064
H 2.1292 0.3467 -0.3568 0.8 0.9 -1.2 0.045
H 1.5581 0.4204 1.2734 0.7 -0.1 1.5 0.047
H -1.3046 -0.5252 -1.6156 1.6 -0.2 0.4 0.085
H 0.4107 0.0737 -2.1284 -1.2 -1.3 1.1 0.099
H 0.2127 -1.5288 -1.3097 0.3 -1.6 -0.1 0.026

=====

(3)
44
Properties=species:S:1:pos:R:3:forces:R:3:lowdin_spin:R:1 method="wB97M-V/def2-TZVPD" largest_force_ev_per_a=1.41 s2=3.84 total_charge=+2 homo_energy_ev="-15.38 / -15.49" spin_multiplicity=4
C -1.0534 -0.0913 -4.9271 -0.1 0.6 -0.1 0.016
I -0.6875 -0.3288 -2.7272 -0.8 -0.2 -1.2 0.000
H -0.0959 0.0370 -5.4367 -0.1 -0.1 0.5 0.001
H -1.6761 0.8050 -4.9942 0.2 -0.3 0.1 0.000
H -1.5834 -0.9790 -5.2743 0.1 0.0 0.5 0.001
Cr 0.2609 0.0114 -0.0733 1.0 0.1 0.6 3.091
P 0.4870 2.4211 -0.6520 0.1 0.2 0.3 -0.039
C -1.0754 3.3495 -0.6438 0.0 -0.1 -0.2 -0.007
C 1.5266 3.3185 0.5406 0.1 -0.1 -0.1 0.001
H 1.5320 4.3780 0.2569 0.1 -0.2 0.1 -0.001
H 1.3899 3.7812 -2.4512 -0.1 -0.3 0.1 -0.002
H 2.5412 2.9067 0.5143 -0.2 0.2 0.1 0.000
H 2.2598 2.2265 -2.2891 -0.2 0.1 0.1 0.000
H -1.6236 3.1558 0.2876 0.1 0.1 -0.3 0.000
H 1.1230 3.2189 1.5537 0.2 0.1 -0.2 0.000
C 1.2730 2.7033 -2.2686 0.0 0.0 -0.2 -0.007
H -0.8548 4.4222 -0.7175 -0.2 -0.2 -0.1 -0.002
H 0.6649 2.2581 -3.0665 0.2 0.3 0.2 0.000
H -1.6789 3.0180 -1.4972 0.0 0.2 0.2 0.000
P 0.4605 -2.4973 -0.2593 0.0 -0.2 0.2 -0.030
C -1.0684 -3.4687 -0.1160 0.0 0.1 -0.2 -0.007
C 1.2366 -2.9997 -1.8269 0.0 0.0 -0.3 -0.006
H 2.5077 -2.7669 0.9773 -0.1 -0.2 0.1 0.000
H 1.5355 -4.2841 0.8897 0.1 0.2 0.1 -0.001
H 1.0844 -2.9892 2.0380 0.2 -0.1 -0.2 0.000
C 1.5049 -3.1996 1.0494 0.1 0.1 -0.1 0.002
H 2.2041 -2.4987 -1.9423 -0.1 -0.1 0.1 0.000
H 1.3778 -4.0875 -1.8707 0.0 0.2 0.1 -0.002
H -0.7953 -4.5307 -0.0678 -0.2 0.2 -0.1 -0.002
H -1.6929 -3.2712 -0.9951 0.0 -0.2 0.2 0.000
H 0.6009 -2.6822 -2.6675 0.3 -0.4 0.4 0.000
H -1.6196 -3.1985 0.7942 0.1 -0.1 -0.3 0.000
Cl 2.5160 -0.0194 -0.1294 -1.0 0.0 0.2 -0.012
Br -1.5136 -2.6149 4.8083 0.0 0.8 -0.3 -0.001
C -1.3030 -0.9298 3.9268 0.2 -0.5 0.0 -0.001
C -1.5626 0.2880 4.5611 0.2 0.1 -0.8 0.006
C -1.3306 1.4464 3.8060 0.1 -0.2 -0.1 -0.002
C -0.8229 1.3552 2.5091 -0.1 0.1 0.2 0.006
N -0.5837 0.1743 1.9054 0.3 -0.4 -0.2 -0.014
C -0.8282 -0.9564 2.6155 0.0 0.4 0.0 0.007
H -1.9221 0.3370 5.5869 0.1 0.0 -0.2 0.000
H -1.5365 2.4325 4.2164 0.1 -0.2 0.0 0.000
H -0.5686 2.2491 1.9358 -0.3 -0.4 0.3 0.001
H -0.6098 -1.8999 2.1204 -0.2 0.3 0.3 0.001

=====

(4)
66
Properties=species:S:1:pos:R:3:forces:R:3:lowdin_charge:R:1 method="wB97M-V/def2-TZVPD" largest_force_ev_per_a=0.54 total_charge=+3 de_lowest_ev=0.000 homo_energy_ev=-17.25
Ir -0.6359 -0.0039 -0.6639 -0.2 -0.3 -0.3 0.972
N 1.7207 -0.4085 1.0660 -0.3 0.5 -0.1 -0.243
P 1.6940 -0.1785 -0.6389 0.0 -0.3 0.2 0.866
C 2.2249 -1.6736 -1.4501 0.0 0.1 0.0 -0.399
C 3.0951 -2.5652 -0.8288 0.1 0.0 0.1 -0.059
C 3.4773 -3.7194 -1.4965 0.0 0.0 0.0 -0.029
C 2.9968 -3.9765 -2.7745 0.0 0.0 0.0 -0.021
C 2.1315 -3.0837 -3.3976 0.0 0.0 0.0 -0.041
C 1.7402 -1.9321 -2.7360 0.0 0.0 -0.1 -0.119
C 2.7543 1.1831 -1.0452 -0.1 0.1 0.0 -0.345
C 2.7746 2.3291 -0.2390 0.0 0.0 0.0 -0.116
C 3.6027 3.3827 -0.5760 0.0 0.0 0.0 -0.057
C 4.3980 3.3025 -1.7169 0.0 0.0 0.0 -0.017
C 4.3708 2.1707 -2.5208 0.0 0.1 0.0 -0.025
C 3.5500 1.1038 -2.1908 0.0 0.0 0.1 -0.051
P 0.0890 -0.4040 1.4001 0.1 0.1 0.1 0.837
C -0.3585 0.6214 2.7483 0.0 -0.1 0.0 -0.339
C 0.5390 1.5467 3.2929 0.0 0.0 0.0 -0.068
C 0.1374 2.3323 4.3588 0.0 0.0 0.0 -0.028
C -1.1504 2.2070 4.8676 0.0 0.0 0.0 -0.004
C -2.0488 1.2953 4.3197 0.0 0.0 0.0 -0.027
C -1.6582 0.4975 3.2611 0.0 0.0 0.0 -0.082
C -0.6849 -1.9966 1.3255 0.2 -0.4 -0.1 -0.330
C -0.8926 -2.3512 -0.0256 0.1 0.3 -0.3 -0.214
C -1.5733 -3.4999 -0.3785 -0.1 -0.1 0.3 -0.025
C -2.0230 -4.3258 0.6519 -0.1 -0.1 -0.2 -0.002
C -1.8129 -3.9988 1.9826 0.0 0.0 0.1 -0.002
C -1.1535 -2.8251 2.3335 -0.1 0.2 0.1 -0.026
H 2.4768 -0.1921 1.7066 0.1 -0.3 0.0 0.108
H 3.4750 -2.3680 0.1666 0.0 0.0 0.0 0.113
H 4.1555 -4.4152 -1.0218 0.0 0.0 0.0 0.127
H 3.3023 -4.8763 -3.2917 0.0 0.0 0.0 0.128
H 1.7725 -3.2831 -4.3983 0.0 0.0 0.0 0.124
H 1.0835 -1.2246 -3.2366 0.0 0.0 0.0 0.108
H 2.1628 2.3926 0.6553 0.0 0.0 0.0 0.079
H 3.6419 4.2641 0.0496 0.0 0.0 0.0 0.119
H 5.0510 4.1261 -1.9736 0.0 0.0 0.0 0.130
H 5.0005 2.1118 -3.3979 0.0 0.0 0.0 0.129
H 3.5475 0.2132 -2.8059 0.0 0.0 0.0 0.112
H 1.5444 1.6500 2.9036 0.0 0.0 0.0 0.099
H 0.8298 3.0342 4.8030 0.0 0.0 0.0 0.129
H -1.4552 2.8192 5.7062 0.0 0.0 0.0 0.133
H -3.0439 1.2005 4.7325 0.0 0.0 0.0 0.129
H -2.3482 -0.2272 2.8464 0.0 0.0 0.0 0.111
H -0.3156 -1.9220 -0.9242 0.0 0.2 0.4 0.062
H -1.7049 -3.7889 -1.4124 0.0 0.0 0.0 0.131
H -2.5332 -5.2471 0.4022 0.0 0.0 0.0 0.135
H -2.1682 -4.6649 2.7574 0.0 0.0 0.0 0.136
H -1.0208 -2.5575 3.3748 0.0 0.0 0.0 0.131
C -5.5170 0.3739 -1.2061 0.0 0.0 0.0 0.010
C -4.7767 -0.5202 -1.9656 0.0 0.0 0.0 -0.005
C -3.4180 -0.6076 -1.7511 0.1 0.1 0.0 -0.110
N -2.7763 0.1558 -0.8443 0.0 -0.1 0.0 -0.117
C -3.5018 1.0236 -0.1102 0.1 -0.1 -0.1 -0.124
C -4.8641 1.1531 -0.2593 -0.1 0.0 0.0 -0.008
H -6.5862 0.4614 -1.3474 0.0 0.0 0.0 0.137
H -5.2422 -1.1457 -2.7140 0.0 0.0 0.0 0.133
H -2.8126 -1.3004 -2.3218 0.0 0.0 0.0 0.114
H -2.9623 1.6131 0.6165 0.1 0.1 0.0 0.103
H -5.4052 1.8577 0.3565 0.0 0.0 0.0 0.130
Cl 0.4620 5.0048 -2.2789 0.0 0.0 -0.1 0.719
C -0.4738 4.5667 -0.8622 0.0 0.1 0.0 -1.624
Cl -2.1369 5.1181 -0.9690 -0.1 0.0 0.0 0.710
Cl 0.2924 5.1199 0.6262 0.0 0.0 0.1 0.690
C -0.5067 3.0964 -0.7976 0.0 -0.2 0.0 -0.271
N -0.5322 1.9554 -0.7419 0.0 0.2 0.0 0.035

=====

(5)
58
Properties=species:S:1:pos:R:3:forces:R:3:lowdin_spin:R:1 method="wB97M-V/def2-TZVPD" largest_force_ev_per_a=2.00 s2=0.77 total_charge=+1 de_lowest_ev=0.402 homo_energy_ev="-10.04 / -9.81" spin_multiplicity=2
Ru -0.3697 -0.3942 -0.1347 -0.9 -1.8 0.4 0.793
C -1.1029 -4.7490 0.7967 0.3 0.1 -0.2 -0.001
Se -1.4494 -2.8530 1.0543 -0.2 0.6 -0.1 -0.003
C -2.9624 -2.7343 -0.1566 -0.1 -0.1 0.0 0.000
C -2.5380 -2.9494 -1.5942 0.0 0.0 0.0 0.001
Se -1.5135 -1.4366 -2.2673 0.2 0.1 -0.2 0.047
C 0.0632 -2.3787 -2.9237 -0.1 0.0 0.0 0.010
H -1.9603 -5.2957 1.1797 0.0 0.0 0.0 0.000
H -0.2194 -4.9947 1.3809 0.0 0.0 0.0 0.000
H -0.9201 -5.0005 -0.2446 0.0 0.0 0.0 0.000
H -3.3756 -1.7395 0.0140 -0.1 0.0 -0.1 0.000
H -3.7187 -3.4653 0.1294 0.0 0.0 0.1 0.000
H -3.3976 -3.0774 -2.2509 0.0 0.0 0.0 0.001
H -1.8893 -3.8160 -1.7049 -0.1 -0.1 0.0 0.000
H -0.2000 -2.9314 -3.8209 0.0 0.0 0.0 0.002
H 0.4326 -3.0287 -2.1352 0.0 0.0 0.0 0.000
H 0.8163 -1.6291 -3.1552 0.0 0.0 0.0 0.001
O 1.8471 1.4168 2.2906 0.0 -0.1 0.1 0.001
C 2.0402 0.5412 3.4033 0.0 0.1 0.0 0.000
C 1.2856 -0.7857 3.3492 0.0 0.0 0.0 0.002
C 1.6797 -1.4622 4.6941 0.0 -0.1 0.0 0.003
O 1.1406 -2.7620 4.8457 0.0 0.0 0.0 0.000
C -0.2398 -0.6500 3.3836 -0.1 -0.1 0.0 0.015
Se -1.1204 0.3679 1.9729 0.2 0.3 -0.1 0.073
C 1.7381 -1.7570 2.2556 0.0 -0.1 0.0 0.011
Se 1.8167 -1.1429 0.4128 0.1 0.2 0.0 0.016
H 2.3579 2.2082 2.4863 0.0 0.0 0.0 0.000
H 1.7197 1.0555 4.3172 0.0 0.0 0.0 0.000
H 3.1072 0.3109 3.5044 0.0 0.0 0.0 0.000
H 1.3859 -0.8184 5.5295 0.0 0.0 0.0 0.000
H 2.7647 -1.5763 4.7269 0.0 0.0 0.0 0.000
H 0.2637 -2.6978 5.2345 0.0 0.0 0.0 0.000
H -0.5430 -0.1452 4.3047 0.0 0.1 0.0 0.002
H -0.6868 -1.6425 3.3849 0.0 0.0 0.1 0.002
H 1.1098 -2.6442 2.2885 0.0 0.0 0.1 0.001
H 2.7586 -2.0879 2.4634 0.0 0.0 0.0 -0.001
C -2.2106 2.0344 -2.1637 0.0 0.0 0.0 0.002
C -0.9379 1.8619 -2.9777 0.0 0.0 0.0 0.002
N 0.1897 2.6419 -2.4802 0.1 0.0 -0.1 0.002
C 0.7271 3.6617 -3.3917 -0.1 0.0 0.0 0.000
C -0.0786 4.9504 -3.3725 0.0 0.0 0.0 0.000
C 0.7215 2.4058 -1.2782 -0.1 -0.1 0.1 0.002
C 1.7712 3.3572 -0.7625 0.0 0.0 0.0 0.000
N 0.3987 1.4050 -0.5015 0.6 0.9 0.2 0.010
H -3.0424 1.5495 -2.6744 0.0 0.0 0.0 0.000
H -2.4491 3.0923 -2.0518 0.0 0.0 0.0 0.000
H -2.1286 1.6078 -1.1627 0.0 0.0 0.0 0.001
H -1.1186 2.1892 -4.0001 0.0 0.0 0.0 0.000
H -0.6368 0.8150 -3.0372 0.0 0.0 0.0 0.002
H 0.7125 3.2261 -4.3915 0.0 0.0 0.0 0.000
H 1.7720 3.8425 -3.1554 0.0 0.0 0.0 0.000
H -1.1148 4.7686 -3.6611 0.0 0.0 0.0 0.000
H 0.3424 5.6694 -4.0749 0.0 0.0 0.0 0.000
H -0.0815 5.4032 -2.3804 0.0 0.0 0.0 0.000
H 1.5730 4.3867 -1.0486 0.0 0.0 0.0 0.000
H 2.7524 3.0720 -1.1456 0.0 0.0 0.0 0.000
H 1.8025 3.2991 0.3219 0.0 0.0 0.0 0.000
H 0.9155 1.5056 0.3749 0.0 0.1 -0.2 0.002

=====

(6)
91
Properties=species:S:1:pos:R:3:forces:R:3:lowdin_charge:R:1 method="wB97M-V/def2-TZVPD" largest_force_ev_per_a=0.90 total_charge=-2 de_lowest_ev=0.253 homo_energy_ev=-1.86
Cs 0.9077 -2.8768 0.4559 0.5 0.3 -0.6 0.899
Cl 3.4950 -5.0553 -1.0963 -0.1 0.1 0.0 0.543
C 4.6244 -4.7313 0.2389 0.3 -0.2 0.0 -0.715
C 4.3410 -3.7341 1.1418 -0.1 0.0 -0.1 -0.177
C 5.2939 -3.5544 2.1175 0.1 -0.1 -0.1 -0.725
Cl 5.0309 -2.2867 3.3256 0.0 0.1 0.1 0.580
C 6.4672 -4.2989 2.2293 -0.2 0.0 -0.2 -0.725
Cl 7.6352 -4.0168 3.4810 0.1 0.0 0.1 0.602
C 6.6981 -5.3038 1.2899 0.1 0.0 0.0 -0.717
Cl 8.1428 -6.2660 1.3837 0.0 0.0 0.0 0.600
C 5.7691 -5.5320 0.2746 0.0 0.2 0.2 -0.723
Cl 6.0765 -6.7830 -0.8868 0.0 -0.1 -0.1 0.607
O -1.6059 -4.6901 4.1486 0.2 0.0 -0.2 -0.041
C -1.6146 -4.2538 2.9889 -0.5 0.0 0.4 -0.796
O -0.6995 -4.2352 2.1267 -0.2 -0.2 0.4 -0.353
C -2.9696 -3.6249 2.5316 0.1 0.0 0.0 -0.279
P -2.6391 -2.1383 1.5171 0.1 -0.1 -0.3 1.053
C -2.0396 -0.9214 2.7518 0.0 0.1 0.0 -0.351
C -2.7549 0.2174 3.1222 0.1 0.0 0.0 -0.097
C -2.1845 1.1856 3.9412 0.0 0.0 0.0 -0.095
C -0.8858 1.0354 4.3988 0.0 0.0 0.0 -0.108
C -0.1585 -0.0900 4.0331 -0.1 0.0 0.0 -0.076
C -0.7244 -1.0549 3.2153 0.0 0.0 0.3 -0.103
C -4.3292 -1.5092 1.1389 0.0 0.1 0.0 -0.385
C -5.4322 -1.6145 1.9856 0.0 0.0 0.0 -0.103
C -6.6732 -1.1209 1.6028 0.0 0.0 0.0 -0.104
C -6.8289 -0.5069 0.3664 0.1 0.0 0.0 -0.114
C -5.7392 -0.3938 -0.4862 0.0 0.0 0.0 -0.095
C -4.5017 -0.8953 -0.1043 0.0 -0.1 0.1 -0.098
H -3.6034 -3.4587 3.4013 0.0 0.0 0.0 0.068
H -3.4611 -4.3444 1.8696 0.0 0.0 0.0 0.083
H -3.7658 0.3582 2.7603 0.0 0.0 0.0 0.091
H -2.7594 2.0639 4.2125 0.0 0.0 0.0 0.093
H -0.4308 1.7957 5.0224 0.0 0.0 0.0 0.096
H 0.8639 -0.2090 4.3685 0.0 0.0 0.0 0.107
H -0.1342 -1.9373 2.9910 -0.2 0.0 -0.1 0.056
H -5.3145 -2.0843 2.9549 0.0 0.0 0.0 0.098
H -7.5218 -1.2124 2.2712 0.0 0.0 0.0 0.092
H -7.7971 -0.1221 0.0686 0.0 0.0 0.0 0.090
H -5.8538 0.0774 -1.4551 0.0 0.0 0.0 0.097
H -3.6502 -0.8302 -0.7745 0.0 0.0 0.0 0.099
C 2.9106 5.3404 0.3746 0.0 -0.1 -0.1 -0.081
O 2.7231 4.3922 -0.6593 0.0 0.0 0.2 -0.094
C 1.5969 4.5242 -1.4258 0.0 0.0 -0.1 -0.229
C 0.9337 5.7217 -1.6072 0.0 0.0 0.0 -0.036
C -0.1991 5.7761 -2.4155 0.0 0.0 0.0 -0.114
C -0.6419 4.6238 -3.0370 0.1 0.0 0.0 -0.101
C 0.0301 3.4157 -2.8615 -0.1 0.1 0.0 -0.016
C 1.1517 3.3406 -2.0425 0.1 -0.2 -0.1 -0.161
N 1.8987 2.1760 -1.7913 -0.1 0.3 0.1 0.152
C 1.3179 0.8772 -1.6916 0.1 -0.1 0.2 -0.372
N 0.8182 0.4705 -2.8736 0.0 -0.1 -0.2 0.129
C -0.0069 -0.6391 -3.2645 0.0 -0.1 0.2 -0.236
C -0.2762 -1.7204 -2.4336 0.1 -0.1 0.1 -0.128
C -1.0657 -2.7174 -3.0456 0.0 0.1 -0.1 -0.198
C -1.5421 -2.6457 -4.3472 0.0 -0.1 0.1 -0.141
C -1.2601 -1.5290 -5.1334 0.0 0.0 0.0 -0.081
C -0.4911 -0.5218 -4.5778 0.0 0.0 0.1 -0.239
O -0.1458 0.6433 -5.2594 0.0 0.0 -0.1 -0.133
C -0.5876 0.7626 -6.5866 0.0 0.0 0.0 -0.116
N 1.3687 0.1935 -0.6034 -0.1 0.1 -0.2 0.119
C 1.7228 0.8374 0.5863 0.1 0.0 0.1 -0.245
C 2.8487 0.4053 1.2906 0.1 -0.2 0.0 -0.028
C 3.2341 0.9885 2.4888 0.0 0.1 0.0 -0.104
C 2.4942 2.0416 3.0121 0.0 -0.1 -0.1 -0.114
C 1.3497 2.4646 2.3462 0.1 0.1 0.0 -0.043
C 0.9509 1.8664 1.1613 0.0 0.0 -0.2 -0.244
O -0.1650 2.3722 0.5472 -0.1 0.0 0.0 -0.088
C -1.1451 1.4312 0.0849 0.0 0.0 0.0 -0.044
H 3.6735 4.9306 1.0319 0.0 0.0 0.0 0.092
H 1.9873 5.4815 0.9392 0.0 0.0 0.0 0.097
H 3.2511 6.3024 -0.0206 0.0 0.0 0.0 0.083
H 1.2881 6.6147 -1.1092 0.0 0.0 0.0 0.099
H -0.7228 6.7145 -2.5480 0.0 0.0 0.0 0.089
H -1.5232 4.6446 -3.6659 0.0 0.0 0.0 0.095
H -0.3534 2.5302 -3.3472 0.0 0.0 0.0 0.098
H 2.5595 2.3429 -1.0443 0.0 -0.1 0.0 0.123
H 1.1072 1.0423 -3.6488 0.0 0.1 0.0 0.122
H -1.3186 -3.6121 -2.4742 0.0 0.0 0.0 0.062
H -2.1352 -3.4509 -4.7740 0.0 0.0 0.0 0.079
H -1.6348 -1.4639 -6.1460 0.0 0.0 0.0 0.081
H -0.2221 1.7203 -6.9544 0.0 0.0 0.0 0.084
H -1.6803 0.7515 -6.6536 0.0 0.0 0.0 0.087
H -0.1939 -0.0399 -7.2177 0.0 0.0 0.0 0.089
H 3.4306 -0.4113 0.8748 0.0 0.0 0.0 0.105
H 4.1098 0.6134 3.0030 0.0 0.0 0.0 0.075
H 2.7833 2.5068 3.9472 0.0 0.0 0.0 0.093
H 0.7218 3.2534 2.7441 0.0 0.0 0.0 0.114
H -2.1192 1.7873 0.4223 0.0 0.0 0.0 0.089
H -0.9690 0.4350 0.4866 0.0 0.0 0.0 0.078
H -1.1357 1.3685 -1.0045 0.0 0.0 0.0 0.078

=====

Computed energy, in the same sequence as the records: -16376.102, -29570.651, -151991.012, -95998.597, -287142.755, -131262.888 eV.